(1)
45
Properties=species:S:1:pos:R:3:forces:R:3 method="wB97M-V/def2-TZVPD" total_charge=0 largest_force_ev_per_a=13.019 multiplicity=1 homo_energy_ev=-6.4 smiles="COc1ccc2c(CC(=O)OCC(=O)NC(=O)c3cccn3C)coc2c1" de_lowest_kj_mol=1515.57 homo_lumo_gap_ev=6.70
H -1.380149 -2.422432 -0.242822 -1.1 1.3 0.1
H 3.823157 2.062457 5.794582 2.0 -0.3 5.1
O -0.308020 0.274397 -1.368628 4.5 5.0 -1.8
C 3.418216 3.504765 4.297645 -0.7 -3.6 -4.3
C 1.952722 0.560829 1.911613 -1.8 10.2 -4.4
C -3.287017 -2.621552 -6.252413 3.5 5.5 -1.3
H -3.196653 -2.491138 -7.251867 0.1 -0.2 -3.1
H 1.182266 1.316436 -0.187785 -1.9 -0.1 -4.0
C 0.669811 -1.229754 0.652152 3.3 0.8 6.3
C -1.495522 -1.297171 -0.061613 2.3 -4.2 -3.8
C 2.403264 2.838873 2.388163 -2.0 -3.5 -2.1
H -1.621219 -0.582827 -3.323114 -0.3 -0.4 -0.2
C -4.901748 -4.035320 -3.414030 -2.0 5.1 -3.0
H -5.619824 -4.428691 -4.071020 -1.2 -1.5 -0.1
C -0.957014 -0.647337 -1.486460 -8.1 -6.0 4.4
H 2.381661 -1.300985 1.800278 2.1 -2.4 0.3
C 3.897287 5.790518 4.785084 1.6 -4.1 -4.5
H 2.929692 4.878506 2.738839 -0.1 1.9 -1.0
H -2.434229 -1.036600 0.349377 -1.0 0.5 -0.1
C -3.145412 -2.392958 -4.122764 2.7 5.8 2.1
C 3.533475 2.173818 4.876250 -3.2 -0.7 -7.5
C 3.038423 1.101308 4.112998 -1.5 1.6 2.3
O -3.046770 -2.768927 -1.727936 -2.8 -2.9 4.4
O 1.040599 -2.017738 -0.092772 3.6 -3.7 -5.3
H 0.987088 -1.018085 3.067234 1.3 0.4 -3.2
C 2.319045 1.609647 2.927225 1.9 -8.6 1.0
C -2.581703 -1.717468 -5.396235 -3.0 -5.6 4.3
H -1.642320 -1.244383 -5.493784 0.6 0.6 -0.2
N -1.763437 -1.164317 -2.498254 2.4 4.1 -2.2
O 3.889845 4.286739 5.143817 1.4 8.2 3.2
N -4.197096 -3.166378 -4.403077 1.8 -0.2 6.7
C 1.606662 1.589280 0.657791 2.9 -7.6 10.2
C -2.845053 -1.991072 -2.555732 2.6 -1.1 -6.5
H -5.346633 -3.238925 -2.848422 -0.9 -0.3 1.0
O -0.532587 -1.064703 0.830727 -5.0 4.9 4.5
H 2.948738 0.023455 4.707174 0.2 2.8 -2.4
H -4.353512 -4.603864 -2.806934 2.4 -2.5 1.7
C 3.032660 3.872292 2.917665 1.6 0.0 6.0
H 4.723352 5.882758 3.956429 -2.0 -0.3 0.8
O 1.832032 2.699392 1.199323 0.5 7.4 -2.9
C -4.279176 -3.177593 -5.643552 -4.5 -5.2 -6.2
H 4.369398 6.273598 5.489978 2.1 2.0 4.6
H -4.949602 -3.843742 -6.202138 -0.1 0.2 0.6
C 1.532440 -0.755520 1.963328 -3.6 -2.6 1.0
H 2.997645 6.324410 4.553386 -0.9 -0.6 -0.3

(2)
49
Properties=species:S:1:pos:R:3:forces:R:3 method="wB97M-V/def2-TZVPD" total_charge=0 largest_force_ev_per_a=1.020 multiplicity=1 homo_energy_ev=-8.2 smiles="COc1ccc2nc(NC(=O)CCNS(=O)(=O)c3ccc4c(c3)oc(=O)n4C)sc2c1" de_lowest_kj_mol=28.10 homo_lumo_gap_ev=8.60
H -4.642520 -1.785652 1.257155 -0.2 -0.3 -0.1
C -4.348296 1.445669 0.303911 -0.1 0.3 0.5
C -1.026433 -1.234499 -1.831852 -0.2 0.0 -0.1
C 0.022086 1.529375 0.597003 0.7 0.1 -0.6
C 0.340529 -1.176304 -2.052667 0.2 -0.2 0.3
N 2.520269 -1.538363 -0.831554 -0.2 -0.2 0.3
C 2.809537 -1.884464 0.469328 0.7 0.2 -0.4
H -1.723542 -0.962618 -2.607976 0.0 0.1 -0.2
H 3.503639 -0.242943 -2.142744 0.0 0.0 0.0
O 1.639047 -2.118717 1.126108 -0.1 -0.2 0.4
C -0.741007 -1.991694 0.461007 0.6 -0.1 0.2
O -3.793770 -0.557910 -1.314336 0.1 -0.1 0.0
C -1.545023 -1.634355 -0.610330 -0.6 0.2 0.1
H 0.746011 -0.873975 -3.003654 0.0 0.1 -0.1
H 3.341453 -1.928403 -2.701968 0.0 0.0 0.0
O -3.810478 -2.973465 -0.900130 -0.1 -0.2 0.1
C 1.156333 -1.506327 -0.986063 -0.6 -0.1 0.3
C -4.052926 0.936860 1.695453 0.0 -0.3 0.0
C 3.518241 -1.289266 -1.836252 0.1 0.1 -0.1
H -3.225844 -0.633917 2.886277 0.1 0.0 -0.1
O -5.471828 1.553982 -0.117152 -0.1 0.0 -0.1
H -2.212529 -0.164440 1.512777 -0.2 0.0 0.3
C 1.797767 1.895585 -1.023940 0.2 0.0 0.0
O 4.029640 1.578116 -0.443119 -0.2 0.1 -0.2
H 4.487932 -1.523057 -1.399448 0.0 0.0 -0.1
N -1.332914 1.543545 0.769856 -0.8 0.2 0.4
C -3.236746 -0.360702 1.825841 0.2 0.5 0.1
H 3.021524 0.932737 1.997488 0.1 0.0 0.1
N -3.302913 1.931667 -0.469534 -0.3 0.5 -0.6
C 0.961404 1.193289 1.561219 -0.3 0.1 -0.2
H -3.614093 2.177268 -1.403549 0.0 -0.1 0.2
H 5.043086 1.929806 1.336313 0.0 0.0 0.0
C 2.304010 1.205629 1.241323 0.4 0.0 -0.1
H -5.024923 0.807152 2.177049 0.1 0.1 -0.1
C 0.617725 -1.890361 0.252817 -0.5 0.2 -0.9
O 3.899241 -1.959427 0.963268 0.0 -0.1 0.3
H -3.491505 1.712129 2.220732 0.0 0.0 0.1
S -0.921184 2.213115 -1.708287 -0.1 0.0 0.4
S -3.336654 -1.675134 -0.534362 0.1 -0.3 0.3
H 2.138314 2.171417 -2.008495 0.1 0.0 -0.1
C 5.037175 1.239166 0.488470 0.2 -0.1 0.2
H -1.157607 -2.324434 1.395491 0.0 0.0 0.2
H 0.632773 0.922669 2.551417 0.0 0.0 0.1
N -3.684372 -1.515550 1.090138 0.2 -0.3 -0.8
C -1.960558 1.850169 -0.301894 1.0 0.1 -0.3
H 5.974909 1.332228 -0.056488 0.0 0.0 0.1
H 4.925086 0.212325 0.848112 0.0 0.1 0.0
C 0.458693 1.875946 -0.699792 -0.1 0.0 0.4
C 2.731217 1.556123 -0.042989 -0.3 0.1 -0.1

(3)
49
Properties=species:S:1:pos:R:3:forces:R:3 method="wB97M-V/def2-TZVPD" total_charge=0 largest_force_ev_per_a=1.916 multiplicity=1 homo_energy_ev=-8.8 smiles="Cc1cc(NC(=O)CSc2nnc(NC(=O)[C@H]3CC(=O)N(c4ccccc4)C3)s2)no1" de_lowest_kj_mol=0.00 homo_lumo_gap_ev=8.73
C 0.073344 -0.941558 6.154514 -0.5 0.2 0.1
O -3.273985 -1.005443 -3.176838 -0.1 0.1 -0.1
C -1.203086 -0.060135 -4.853522 0.0 -0.1 0.0
N 0.553918 -2.026893 3.919986 -0.5 -0.1 -0.1
C -0.940981 1.233413 -2.866263 -0.1 0.0 0.2
C 1.004931 3.773455 -4.800691 0.1 -0.1 -0.2
N -1.540814 -1.294209 4.624559 0.6 -0.6 -1.1
N -0.967939 -2.446256 0.404154 -1.6 -0.1 -1.0
C 1.903077 -2.140013 4.007819 0.0 -0.3 -0.4
H -2.171209 -0.513066 8.477832 0.0 0.0 0.1
C -0.877678 -1.719629 -0.657675 1.3 0.3 0.2
C 1.530071 5.040335 -4.630693 0.0 0.0 0.1
O 2.573375 -1.776111 4.943864 0.2 0.1 0.2
N 0.127461 -2.477320 1.143521 1.3 0.1 0.6
O -0.232645 1.651252 -6.276483 0.0 0.1 -0.2
H 1.255224 3.197342 -5.674915 0.0 0.0 0.0
H -2.267301 0.004478 -5.095348 0.1 0.0 0.0
O -2.080747 -0.705688 5.719007 -0.1 0.4 0.8
N -0.393008 1.951517 -3.999017 0.1 -0.1 0.4
H -0.612377 0.332377 8.513948 0.0 0.0 0.0
H 0.079981 -2.337314 3.070934 0.3 0.0 0.1
S 0.710752 -0.951810 -0.831311 -0.5 -0.6 0.6
H 2.199422 5.438822 -5.378251 0.1 0.0 -0.1
C 1.103399 -1.771701 0.674356 -0.3 0.1 -0.4
H -1.949171 1.597078 -2.625934 0.1 0.0 0.1
H 1.946344 -3.646273 2.426353 0.1 -0.1 0.0
H 0.090947 5.846282 -1.690229 0.0 0.0 0.1
H -0.068181 -0.739193 -3.146948 -0.1 0.1 -0.1
H -0.297905 1.355244 -1.991419 -0.1 0.1 -0.1
C -0.184713 4.004068 -2.726054 -0.1 -0.2 0.0
C -1.011924 -0.227892 -3.349210 -0.2 0.1 -0.2
H -0.767302 -0.861857 -5.446113 0.0 0.1 0.0
S 2.666903 -1.616835 1.385087 0.5 0.0 0.3
C -0.258944 -1.442925 4.868827 -0.6 0.5 0.7
C 2.523836 -2.792366 2.775333 0.0 0.2 -0.2
H -2.025842 1.077179 7.736712 0.0 0.1 0.0
C 0.137613 3.242742 -3.847968 0.1 0.4 0.0
H -2.769633 -2.064571 -1.135022 0.1 0.1 -0.1
H 1.626591 6.781257 -3.383780 0.0 0.1 0.0
C -1.122016 -0.492239 6.636780 0.7 -0.3 -0.3
C -0.546232 1.272829 -5.175275 -0.1 -0.5 -0.2
N -1.945441 -1.585043 -1.491924 -0.8 -0.3 0.0
H -0.863735 3.624499 -1.978614 -0.1 -0.1 0.1
C -2.166644 -0.958703 -2.701554 0.3 0.0 0.1
C 1.211123 5.793541 -3.513505 0.0 0.1 0.0
C 0.351961 5.268670 -2.564773 0.0 0.1 0.0
C -1.501590 0.141458 7.921643 -0.2 -0.1 -0.2
H 1.038026 -0.928703 6.611577 0.2 0.0 0.1
H 3.549169 -3.079292 3.006261 -0.1 0.0 0.0

(4)
49
Properties=species:S:1:pos:R:3:forces:R:3 method="wB97M-V/def2-TZVPD" total_charge=0 largest_force_ev_per_a=7.193 multiplicity=1 homo_energy_ev=-8.3 de_lowest_kj_mol=152.70 homo_lumo_gap_ev=6.12
H -2.774029 0.197800 0.774446 0.0 -0.1 -0.1
C 1.922063 0.440742 0.457885 0.1 0.3 -0.2
H 1.730867 0.843948 -0.546561 0.1 -0.1 0.4
H -2.505058 -1.854517 1.948016 0.0 0.0 -0.1
H 2.995941 0.523060 0.653686 -0.3 0.0 0.0
H -1.910212 -3.988897 0.846427 0.1 0.1 -0.1
N 1.521813 -0.948255 0.541816 -0.5 -0.1 0.2
H 5.572050 -2.527052 -0.912370 -0.2 0.0 0.2
N -0.975563 3.632280 -3.626038 -0.7 -1.4 3.3
H -2.615023 -0.549904 -0.796716 -0.1 0.0 0.1
N -1.988653 2.343408 1.762974 0.3 0.2 2.2
H 3.607168 -1.017220 -1.071610 0.0 -0.3 0.2
C 3.768354 -3.701884 1.737520 0.0 0.2 -0.3
O 1.777969 2.073356 -2.250863 -1.2 0.5 -0.4
C 2.574464 -1.898925 0.614991 0.8 -0.5 0.2
O -4.325713 4.840102 -0.984766 0.1 0.1 -0.6
O 0.318855 3.199642 -3.621827 0.3 -0.7 0.6
C 4.824781 -3.584618 0.827269 -0.2 0.1 -0.1
C -0.699443 2.000382 -0.288952 -1.9 6.9 0.8
C 4.759469 -2.625401 -0.191305 -0.1 0.0 0.3
H 5.697467 -4.234171 0.912917 -0.3 0.2 0.0
C 3.655261 -1.780282 -0.289370 -0.5 -0.2 0.2
C -2.592313 -1.941673 0.857335 0.4 0.3 0.2
H -1.792484 -3.177716 -0.715652 -0.1 0.0 0.1
N -3.522592 4.624545 -2.125495 0.5 -1.2 0.6
C 2.655218 -2.863737 1.641919 0.1 0.3 -0.3
C 0.161571 -1.233466 0.458437 1.1 0.7 -0.2
H 3.806946 -4.445321 2.535397 0.0 0.2 -0.2
H 1.852685 -2.933664 2.378903 0.4 0.0 -0.2
C -2.638043 3.632991 -1.751332 -1.5 1.4 -0.7
H -0.479965 0.757348 -0.173347 0.5 -1.5 0.2
C -1.478300 3.170565 -2.422356 1.1 1.6 -3.1
O -3.072829 2.266345 2.378358 1.8 0.4 -1.7
C -2.219261 -0.581856 0.233238 -1.1 0.5 -0.6
N 0.636864 2.483572 -2.414883 -1.4 0.1 0.3
C -2.872638 3.331249 -0.395209 -2.5 1.3 1.0
N -3.935371 4.069301 0.076665 2.3 -1.6 -1.1
H 0.437244 -3.353778 0.037178 0.0 0.4 0.2
H -3.635563 -2.180557 0.624251 0.2 0.1 0.0
H 0.000217 -2.970757 1.700733 0.0 0.2 -0.3
H 0.123738 2.459414 0.297954 0.0 -1.7 0.1
H 1.377636 1.040977 1.200187 0.1 -0.2 0.0
C -1.943904 2.533734 0.332526 2.2 -1.8 -0.7
C -1.661125 -3.037979 0.363557 0.0 0.1 -0.2
C -0.537710 2.433875 -1.684297 1.5 -0.2 -0.9
C -0.776769 -0.274582 0.203719 0.5 -3.5 0.7
O -3.752473 5.258751 -3.140766 0.4 -0.7 1.0
C -0.197400 -2.698490 0.652930 -0.6 -0.3 0.3
O -0.876199 2.247312 2.352502 -1.8 -0.1 -1.2

(5)
45
Properties=species:S:1:pos:R:3:forces:R:3 method="wB97M-V/def2-TZVPD" total_charge=0 largest_force_ev_per_a=1.106 multiplicity=1 homo_energy_ev=-8.1 smiles="CC1=C(C(N)=O)[C@H](c2ccccn2)n2nc(SCc3ccccc3)nc2N1" de_lowest_kj_mol=40.05 homo_lumo_gap_ev=8.68
H 3.707839 -0.274871 -1.888669 -0.1 0.0 -0.1
C 1.385003 1.625298 0.285805 -0.6 -0.4 -0.1
H -3.858583 -0.529887 1.852323 0.0 -0.1 0.0
C -2.949543 -2.142556 0.904127 0.0 -0.1 0.1
H 4.263565 -2.558148 -1.142703 0.0 -0.1 -0.1
H 5.166968 -2.931635 1.121234 0.0 -0.1 0.0
N -3.863707 1.152026 1.104241 0.2 0.0 0.2
C 3.948563 2.026139 -0.494619 -0.5 0.2 0.2
C 4.310366 0.644610 -0.056370 0.2 -0.2 0.0
C -2.754237 1.100732 0.376250 0.0 0.3 -0.1
C -1.450178 -2.934205 -1.615724 -0.2 -0.1 0.1
H 4.789263 2.714497 -0.405230 0.0 0.0 -0.1
N -0.392701 0.543300 0.459998 0.5 -0.5 -0.8
C 4.112099 -0.439078 -0.901068 0.1 0.0 0.0
C 4.821337 0.426100 1.217736 0.0 0.0 -0.1
C -1.702279 0.107303 0.846432 -0.3 0.0 0.1
H -2.270993 -3.505315 -1.196668 0.1 0.0 -0.1
C 5.130602 -0.853697 1.638732 0.0 0.0 0.1
C -1.260843 -1.661527 -0.860731 -0.3 -0.1 0.1
C 0.256206 0.139143 -0.642511 0.2 0.5 0.6
H -1.645165 -2.711418 -2.664439 0.0 0.1 -0.1
N -0.274056 -0.851429 -1.408767 -0.1 -0.2 -0.2
N 0.330828 1.510457 1.063254 0.1 0.6 0.7
H 0.297520 -1.217114 -2.154466 0.0 0.0 0.1
H -1.738640 0.056654 1.941128 0.0 0.0 -0.2
C -4.738187 2.824265 -0.344205 0.1 0.0 0.0
H 5.525067 -1.012454 2.631619 0.0 0.0 0.1
H -0.544671 -3.537150 -1.554538 0.1 0.0 0.0
S 2.660565 2.750961 0.598478 0.5 0.5 0.0
C -3.586020 2.769155 -1.112628 0.0 -0.1 0.1
C -2.576879 1.891562 -0.752466 -0.1 0.0 0.0
H -4.417974 -2.120491 2.266097 0.1 0.0 -0.1
O -3.053500 -3.339207 0.687305 0.0 -0.3 0.0
C 4.421848 -1.720142 -0.478862 0.0 -0.1 0.0
C -4.827668 1.985342 0.753886 -0.3 0.2 -0.2
H 4.962214 1.267174 1.881518 0.0 0.1 0.1
H -5.703705 1.974719 1.388677 -0.1 0.1 0.0
C 4.930214 -1.930798 0.791167 0.0 -0.1 0.0
C -1.950342 -1.268527 0.234034 0.4 0.1 -0.1
H -3.472607 3.401581 -1.980744 0.0 0.0 -0.1
N 1.384484 0.798603 -0.794273 -0.2 -0.3 -0.5
H -5.543889 3.496965 -0.590878 -0.1 0.0 0.0
H 3.557572 2.037632 -1.509990 0.2 0.0 0.0
H -1.670112 1.831954 -1.333892 0.1 0.0 0.0
N -3.715638 -1.536523 1.840419 -0.2 0.0 0.3